No. 1
This record from the Open Molecules 2025 dataset describes a molecular structure, C20H28LuN2Si. The level of theory is the ωB97M-V functional and the def2-TZVPD basis.

The geometry in XYZ format:
```
52
Properties=species:S:1:pos:R:3
C -0.1190 -1.8664 -0.1361
C 1.1301 -2.1405 -0.7725
C 2.1507 -2.1049 0.2310
H 1.2704 -2.3997 -1.8229
C 1.5318 -1.8166 1.4893
C 0.1280 -1.6708 1.2631
H -0.6421 -1.5858 2.0307
H -1.1043 -1.9295 -0.6022
H 3.2122 -2.3046 0.0756
H 2.0296 -1.7990 2.4590
Lu 1.2561 0.0868 0.0654
C 2.4801 4.6070 -1.8008
H 2.7640 3.6978 -2.4232
H 2.7181 3.9499 -0.8957
H 3.0581 5.4018 -1.2164
Si 3.6712 0.4572 -0.8163
C 4.4816 0.6074 -2.4767
C 4.6297 -0.5037 -3.3378
H 4.1737 -1.4557 -3.0644
C 5.3771 -0.3845 -4.5151
H 5.5305 -1.2556 -5.1540
C 5.9435 0.8481 -4.8682
H 6.5444 0.9336 -5.7740
C 5.7373 1.9688 -4.0518
H 6.1663 2.9311 -4.3297
C 4.9986 1.8578 -2.8674
H 4.8361 2.7277 -2.2287
C 5.0628 0.3690 0.4196
C 6.4079 0.3152 -0.0004
H 6.6403 0.3728 -1.0681
C 7.4413 0.1660 0.9382
H 8.4761 0.1190 0.5937
C 7.1519 0.0505 2.3031
H 7.9547 -0.1127 3.0267
C 5.8205 0.1181 2.7336
H 5.5891 0.0173 3.7972
C 4.7837 0.2958 1.8132
H 3.7470 0.3586 2.1689
H 2.9807 5.1748 -2.6606
H 1.4409 4.8220 -1.8283
N -0.3060 0.9731 -1.3978
C -1.2625 1.9357 -0.7211
C -1.5000 1.5180 0.7151
N -0.1781 1.3686 1.4331
H 0.1615 1.4155 -2.1973
H -0.8218 0.1869 -1.8138
H -0.8336 2.9435 -0.7766
H -2.2137 1.9502 -1.2679
H -2.1188 2.2628 1.2327
H -2.0157 0.5498 0.7662
H -0.3124 0.9364 2.3564
H 0.2021 2.3005 1.6404
```

As for the net charge: +1.

***

No. 2
This record from the Open Molecules 2025 dataset describes 3 unconnected molecules or ions with the total composition C20H28N2O11P. The level of theory is the ωB97M-V functional and the def2-TZVPD basis.

The geometry in XYZ format:
```
62
Properties=species:S:1:pos:R:3
C 0.4800 1.2333 4.0458
C -0.8703 0.5691 3.7322
N -1.1671 0.2708 2.3379
C -1.4024 1.4421 1.4747
C -2.7849 2.0694 1.6205
P -4.2580 1.3436 0.6275
N -3.4705 1.8108 -0.9476
O -3.5060 -0.2323 0.4965
C -3.9205 -1.1600 1.4626
C -5.1831 -0.6072 2.1222
O -5.0681 0.7878 2.0895
C -0.3230 -0.6606 1.7032
C 0.9018 -0.1567 0.9659
O -0.5651 -1.8370 1.6818
H 0.7482 1.9743 3.2855
H 0.4295 1.7386 5.0182
H 1.2980 0.5028 4.0962
H -1.6857 1.2132 4.0822
H -0.9555 -0.3698 4.2947
H -0.6137 2.2023 1.6558
H -1.2859 1.1219 0.4305
H -3.0653 2.1668 2.6788
H -2.7043 3.0997 1.2345
H -5.3841 0.8751 -0.1610
H -4.9115 2.6276 0.8118
H -4.1452 2.4157 -1.4119
H -2.6444 2.3839 -0.8033
H -4.1124 -2.1402 0.9894
H -3.1363 -1.3234 2.2155
H -6.0965 -0.9409 1.5949
H -5.2381 -0.9417 3.1706
H 0.7439 -0.3358 -0.0999
H 1.1164 0.9025 1.1179
H 1.7615 -0.7468 1.3042
C 0.7968 -2.9414 -3.9143
C 1.0106 -1.6413 -3.6769
C 0.1431 -0.8273 -2.7315
O 0.4725 0.3453 -2.6274
C -0.9582 -1.4578 -2.0515
C -1.1697 -2.7639 -2.2858
C -0.3021 -3.5832 -3.2269
O -0.5933 -4.7612 -3.3475
O -2.1412 -3.4685 -1.7356
O 1.9753 -0.9080 -4.2126
H 1.4068 -3.5297 -4.5849
H -1.5752 -0.8717 -1.3794
H -2.0459 -4.3786 -2.0782
H 1.8554 -0.0235 -3.7980
C 5.2735 1.7693 -0.2455
C 5.8309 1.8967 -1.4577
C 5.7474 0.8147 -2.5202
O 6.2949 1.0670 -3.5809
C 5.0380 -0.4022 -2.2173
C 4.4791 -0.5347 -1.0025
C 4.5733 0.5434 0.0666
O 4.0359 0.2879 1.1275
O 3.8006 -1.6008 -0.6222
O 6.5088 2.9618 -1.8597
H 5.3344 2.5368 0.5129
H 4.9702 -1.1741 -2.9709
H 3.4770 -1.4212 0.2841
H 6.7794 2.7673 -2.7810
```

As for the net charge: -1.

***

No. 3
This record from the Open Molecules 2025 dataset describes a single C20H28N2O2 molecule. The level of theory is the ωB97M-V functional and the def2-TZVPD basis.

The geometry in XYZ format:
```
52
Properties=species:S:1:pos:R:3
C 5.9647 0.8402 -0.6753
C 5.1230 0.5328 0.5651
C 3.8177 -0.0963 0.1712
C 3.7106 -1.4725 0.0178
C 2.5219 -2.0526 -0.3798
C 1.4057 -1.2686 -0.6346
C 0.1059 -1.8900 -1.0724
N -0.8935 -1.9343 -0.0148
C -0.6234 -2.0299 1.3086
O 0.4723 -2.0385 1.8206
C -1.9543 -2.0753 2.0505
C -2.9760 -2.4126 0.9732
C -2.3099 -1.9596 -0.3460
C -2.6369 -2.9151 -1.4905
C -2.8600 -0.5542 -0.6861
O -3.8900 -0.4134 -1.3120
N -2.1476 0.4663 -0.1787
C -2.5694 1.8475 -0.2683
C -2.6687 2.4855 1.1342
C -1.8253 3.7612 1.0761
C -0.7582 3.4400 0.0343
C -1.5568 2.7117 -1.0435
C 1.5150 0.1083 -0.4990
C 2.7043 0.6871 -0.0986
H 6.1661 -0.0729 -1.2311
H 6.9130 1.2905 -0.3910
H 5.4355 1.5287 -1.3307
H 5.6774 -0.1449 1.2171
H 4.9382 1.4589 1.1131
H 4.5682 -2.0979 0.2207
H 2.4548 -3.1259 -0.4796
H -0.3197 -1.3003 -1.8919
H 0.2935 -2.9079 -1.4365
H -1.9119 -2.8064 2.8555
H -2.1338 -1.0957 2.4985
H -3.9353 -1.9188 1.1210
H -3.1491 -3.4890 0.9383
H -3.7151 -2.9359 -1.6234
H -2.1922 -2.5810 -2.4243
H -2.2804 -3.9169 -1.2625
H -1.2929 0.2719 0.3224
H -3.5360 1.8196 -0.7772
H -2.2505 1.7974 1.8714
H -3.7005 2.6875 1.4148
H -2.4341 4.5980 0.7311
H -1.4038 4.0202 2.0459
H -0.0032 2.7804 0.4661
H -0.2599 4.3300 -0.3464
H -2.0933 3.4369 -1.6555
H -0.9380 2.1075 -1.7060
H 0.6637 0.7367 -0.7181
H 2.7683 1.7614 0.0065
```

The SMILES is CCc1ccc(CN2C(=O)CC[C@@]2(C)C(=O)NC2CCCC2)cc1.

***

No. 4
This record from the Open Molecules 2025 dataset describes a single C20H28N2O3S molecule. The level of theory is the ωB97M-V functional and the def2-TZVPD basis.

The geometry in XYZ format:
```
54
Properties=species:S:1:pos:R:3
C -4.6758 0.6164 3.6245
C -4.2968 1.7472 2.6826
O -4.3409 1.2515 1.3524
C -3.9111 2.1554 0.3930
C -4.8703 2.6735 -0.4605
C -4.5390 3.5999 -1.4332
C -3.2273 4.0227 -1.5319
C -2.2564 3.4944 -0.7018
C -2.5567 2.5317 0.2651
N -1.6015 2.0044 1.1315
C -0.2797 2.5849 1.2081
C 0.6945 1.9754 0.1915
N 0.7557 0.5408 0.4114
C 1.7930 -0.1387 -0.3544
C 2.7263 -0.8823 0.6185
O 3.1686 -0.0088 1.6269
C 2.0090 -2.0849 1.2701
O 1.3714 -2.9556 0.3637
C 2.1791 -3.9796 -0.1775
C 3.2046 -3.5139 -1.1611
C 4.5600 -3.5457 -1.0423
C 5.2288 -3.0054 -2.1642
C 4.3701 -2.5686 -3.1180
S 2.7275 -2.8123 -2.6720
C -0.5674 -0.0369 0.2404
C -1.5180 0.5620 1.2798
H -3.9596 -0.1964 3.5395
H -4.6870 0.9776 4.6491
H -5.6611 0.2365 3.3684
H -5.0073 2.5816 2.7815
H -3.2920 2.1224 2.9145
H -5.8899 2.3417 -0.3342
H -5.2982 3.9961 -2.0895
H -2.9471 4.7598 -2.2702
H -1.2403 3.8346 -0.8254
H -0.3400 3.6670 1.0901
H 0.1004 2.3729 2.2148
H 1.6889 2.4034 0.3409
H 0.3612 2.2104 -0.8347
H 1.3656 -0.8525 -1.0642
H 2.3884 0.5875 -0.9154
H 3.6223 -1.2202 0.0892
H 2.3807 0.4739 1.9186
H 1.2149 -1.6954 1.9148
H 2.7273 -2.6316 1.8954
H 2.6910 -4.5243 0.6305
H 1.4696 -4.6552 -0.6669
H 5.0683 -3.9423 -0.1813
H 6.2989 -2.9458 -2.2490
H 4.5951 -2.1159 -4.0630
H -0.5020 -1.1171 0.3741
H -0.9663 0.1666 -0.7701
H -2.5062 0.1196 1.1727
H -1.1338 0.3479 2.2835
```

The SMILES is CCOc1ccccc1N1CCN(C[C@@H](O)COCc2cccs2)CC1.

***

| no. | total energy (Eh) | E_HOMO (eV) | E_LUMO (Eh) |
| --- | --- | --- | --- |
| 1 | -2413.003999 | -7.4 | -0.1246 |
| 2 | -2057.411273 | -4.2 | 0.0028 |
| 3 | -1038.957682 | -8.6 | 0.0290 |
| 4 | -1512.276704 | -7.7 | 0.0261 |